{
  "formula": "C4H6NO2",
  "method": "wB97M-V/def2-TZVPD",
  "homo_ev": -14.7579,
  "gap_ev": 10.48,
  "lumo_energy_ev": -4.3,
  "spin_multiplicity": 1,
  "charge": 1,
  "species": ["H", "C", "C", "H", "O", "H", "O", "C", "C", "H", "N", "H", "H"],
  "positions_angstrom": [[-1.11, -1.94, -0.29], [-0.42, -1.31, -0.63], [0.92, 1.64, 1.02], [0.63, -1.10, 1.34], [-1.54, 0.97, -1.26], [0.27, 2.46, 1.04], [1.98, 1.51, 1.57], [0.34, 0.50, 0.19], [-0.74, 0.23, -0.56], [1.63, -1.07, 0.15], [0.69, -0.94, 0.37], [-0.23, -1.52, -1.62], [-2.42, 0.55, -1.32]]
}